26
Properties=species:S:1:pos:R:3:mulliken_charge:R:1 method="wB97M-V/def2-TZVPD" smiles="CC1=N[C@](I)([N+](=O)[O-])CN1C[C@@H](O)CCl" e_above_lowest_kcal_mol=14.3 homo_energy_ev=-8.91 total_energy_ev=-38668.518 gap_ev=9.0
C 0.490 2.404 -1.139 -1.44
C 1.431 1.400 -0.642 1.03
N 2.593 1.250 -1.090 -0.74
C 3.283 -0.032 -0.303 0.28
I 5.287 0.259 0.152 0.13
N 3.187 -1.350 -1.089 0.96
O 2.167 -1.977 -0.903 -0.56
O 4.116 -1.724 -1.719 -0.59
C 2.344 -0.088 0.900 -1.15
N 1.166 0.583 0.429 0.17
C -0.128 0.158 0.865 -1.48
C -0.635 -1.104 0.252 0.21
O -0.215 -2.153 1.106 -0.53
C -2.246 -0.987 0.230 -0.59
Cl -2.630 0.223 -1.050 -0.19
H -0.094 2.643 -0.365 0.43
H -0.091 1.932 -1.920 0.24
H 1.061 3.251 -1.450 0.41
H 2.260 -1.095 1.269 0.43
H 2.781 0.435 1.703 0.57
H -0.830 1.103 0.746 0.36
H -0.216 -0.004 1.885 0.49
H -0.320 -1.256 -0.732 0.49
H -0.459 -2.974 0.753 0.33
H -2.561 -1.970 -0.074 0.40
H -2.489 -0.437 1.219 0.33

32
Properties=species:S:1:pos:R:3:mulliken_charge:R:1 method="wB97M-V/def2-TZVPD" e_above_lowest_kcal_mol=0.0 homo_energy_ev="-7.42 / -10.47" total_energy_ev=-27067.904 gap_ev="8.0 / 8.4" spin_multiplicity=3
C 1.421 -1.777 -2.181 -1.53
C 1.480 1.343 -1.679 -1.61
C -0.856 2.059 0.267 -1.75
C -2.071 -1.317 0.063 -0.96
C -1.928 -0.284 2.200 -1.07
C 1.244 -1.026 -0.865 -0.56
C 0.523 0.317 -1.043 0.61
C 0.016 0.869 0.246 0.41
N -1.205 -0.900 1.123 -0.30
O 0.571 1.591 2.696 -0.69
O 1.222 -0.698 2.055 -0.60
O 2.478 1.194 1.211 -0.69
S 1.165 0.824 1.637 1.31
H 2.088 -1.250 -2.857 0.35
H 1.844 -2.760 -1.991 0.42
H 0.462 -1.911 -2.679 0.31
H 2.310 1.523 -1.001 0.32
H 1.861 0.948 -2.616 0.47
H 0.973 2.281 -1.882 0.42
H -0.225 2.953 0.225 0.42
H -1.551 2.070 -0.574 0.32
H -1.399 2.121 1.210 0.46
H -2.733 -2.106 0.441 0.37
H -2.713 -0.509 -0.314 0.31
H -1.489 -1.731 -0.758 0.29
H -2.749 0.363 1.859 0.37
H -2.371 -1.079 2.813 0.35
H -1.248 0.291 2.829 0.37
H 2.213 -0.845 -0.401 0.36
H 0.667 -1.651 -0.187 0.38
H -0.330 0.181 -1.722 0.48
H 0.329 -1.081 1.878 0.63

38
Properties=species:S:1:pos:R:3:mulliken_charge:R:1 method="wB97M-V/def2-TZVPD" charge=-1 homo_energy_ev=-1.52 total_energy_ev=-47575.307 gap_ev=2.4
N -3.688 2.198 -2.993 -0.54
C -2.191 2.356 -3.143 -0.48
C -1.318 1.203 -2.304 -0.32
C -1.424 -0.171 -3.191 -0.57
C -0.977 -1.542 -2.410 -0.43
C -1.254 -1.544 -0.794 -0.90
S 0.342 -1.205 0.200 0.25
C 1.204 -2.839 0.534 -0.45
C 2.837 -2.712 0.713 -0.42
O 3.562 -2.458 -0.558 -0.52
C -0.214 -0.582 1.902 -0.43
O 0.680 -1.088 2.993 -0.14
N 1.468 -0.071 3.440 0.07
O 0.925 0.482 4.408 -0.18
H -3.956 1.359 -2.429 0.20
H -4.145 3.078 -2.624 0.25
H -1.852 3.450 -2.903 0.34
H -1.938 2.153 -4.292 0.20
H -0.205 1.594 -2.307 0.25
H -1.810 1.154 -1.243 0.16
H -2.496 -0.222 -3.686 0.31
H -0.658 -0.041 -4.097 0.24
H 0.144 -1.805 -2.711 0.29
H -1.627 -2.431 -2.864 0.30
H -1.574 -2.648 -0.489 0.45
H -2.124 -0.846 -0.435 0.46
H 0.795 -3.308 1.541 0.37
H 0.875 -3.594 -0.321 0.36
H 3.222 -3.770 1.103 0.30
H 3.162 -1.934 1.537 0.30
H 3.402 -1.483 -0.787 0.35
H -1.271 -1.083 2.125 0.28
H -0.328 0.588 1.952 0.47
O 1.809 3.558 3.517 -0.77
S 2.486 3.552 4.827 1.20
O 3.606 2.594 4.797 -0.74
O 1.528 3.156 5.874 -0.73
O 3.003 4.902 5.119 -0.75